Here is a cluster of 2 separate species, CHCl3O2S in total from the Open Molecules 2025 dataset. Energies are from ωB97M-V with the def2-TZVPD basis set.

Geometry as XYZ:
```
8
Properties=species:S:1:pos:R:3:forces:R:3:mulliken_charge:R:1
C 0.305121 0.703291 0.229864 -0.0527 -0.6713 0.1732 0.176
O -3.870062 2.083411 -0.420095 0.3389 0.7533 -0.1439 -0.329
O -0.508998 0.929528 1.054310 -0.0677 0.0456 0.1648 -0.335
S -4.498239 0.798588 -0.238374 -0.7023 -0.3423 -0.1271 0.506
Cl -1.780886 -1.739376 -0.974835 0.2488 -0.2018 -0.2817 -0.229
Cl 1.017913 1.925930 -0.763300 0.2762 0.5320 -0.4053 -0.139
Cl -3.232473 -0.475722 0.602760 0.0645 -0.2356 0.5320 0.037
H 0.713084 -0.286136 -0.023252 -0.1056 0.1202 0.0878 0.312
```
Forces are in eV/Å.

Values from the calculation:
- energy relative to the best compared isomer or geometry (same formula, charge and spin) (kcal/mol) = 37.10
- HOMO (alpha / beta) (eV) = -9.84 / -10.65
- gap between HOMO and LUMO (alpha / beta) (eV) = 6.9 / 8.6
- 2S+1 = 1
- charge = 0
- E (a.u.) = -1967.8520